No. 1
A cluster of 2 separate species, C8H6Cl2N2O2S in total at a distorted geometry, computed with wB97M-V/def2-TZVPD.

Element x y z (Å)
1 C 0.3254 2.5326 0.3853
2 C 1.6742 2.6798 0.4397
3 C -0.1426 1.2623 0.0650
4 C 0.7081 0.1007 -0.1330
5 C 2.5975 1.6115 0.1117
6 C 2.0772 0.2949 -0.1207
7 C -1.4439 0.7430 -0.0578
8 C -2.4819 -1.4163 -0.4153
9 N -0.0604 -0.9510 -0.3793
10 N -1.3398 -0.5118 -0.2816
11 O -0.6090 -4.0088 -0.8254
12 O -0.2914 -3.2471 1.5648
13 S 0.2047 -3.3802 0.2173
14 Cl 4.2926 1.8488 0.2191
15 Cl 3.1886 -0.9394 -0.5075
16 H -0.4611 3.2708 0.7488
17 H 2.2053 3.7229 0.6090
18 H -2.1956 1.4158 -0.2087
19 H -2.2458 -2.5023 -0.6036
20 H -2.9434 -1.0857 -1.2864
21 H -3.0586 -1.4406 0.4584

Cartesian forces (eV/Å) of the 2 atoms listed first:
-1.135 0.628 0.866
2.831 2.359 -0.326

Calculated values
Energy   -1886.9610 Ha
Orbital gap   8.4 eV
HOMO energy   -8.59 eV
Relative energy (zero: lowest compared OMol25 entry of this formula, charge and spin)   0.00 kcal per mole

Here are the Mulliken charges for atoms 1 to 8, given in e: -0.970, -0.335, 0.844, -0.123, 0.172, 0.536, -0.353, -0.884



No. 2
An isolated molecule of C8H6N2O at a distorted geometry, computed with wB97M-V/def2-TZVPD.

Element x y z (Å)
1 C 2.5161 1.2216 -0.1949
2 C 3.1928 -0.0371 0.0080
3 C 2.4561 -1.1745 0.2165
4 C 0.4686 -0.0617 -0.0254
5 C 1.0810 1.1497 -0.2273
6 C -1.0538 -0.1018 -0.0568
7 C -3.0707 -0.6556 -0.2551
8 C -3.0330 0.6293 0.2056
9 H 3.0138 1.9988 -0.4179
10 H 4.1723 -0.1025 -0.0316
11 H 2.9641 -2.0121 0.4523
12 H 0.3379 2.1696 -0.3561
13 H -3.7872 -1.2198 -0.5507
14 H -3.7617 1.5216 0.4999
15 N 1.0401 -1.1993 0.1852
16 N -1.7640 -1.0913 -0.2944
17 O -1.6518 0.9824 0.3930

Cartesian forces (eV/Å) of the 2 atoms listed first:
-5.320 -7.735 1.129
-5.583 2.011 -0.185

Calculated values
Energy   -493.1013 Ha
Orbital gap   9.7 eV
HOMO energy   -9.14 eV
Structure (SMILES)   c1ccc(-c2ncco2)nc1
Relative energy (zero: lowest compared OMol25 entry of this formula, charge and spin)   76.97 kcal per mole

Here are the Mulliken charges for atoms 1 to 8, given in e: -0.605, -0.516, -0.353, 0.703, -0.310, 0.363, -0.513, -0.126



No. 3
An isolated molecule of C8H6N2O2 at a distorted geometry, computed with wB97M-V/def2-TZVPD.

Element x y z (Å)
1 C 2.3025 0.8284 -0.3157
2 C 1.7981 0.7478 -1.5990
3 C 1.4796 0.5187 0.7567
4 C 0.5003 0.3837 -1.7198
5 C -0.4089 -0.3330 1.9768
6 C 0.1860 0.0047 0.6602
7 C -0.3360 0.0305 -0.6848
8 C -1.5232 -0.8694 2.3655
9 N -1.6215 -0.4080 -1.0153
10 N -2.4176 -0.8511 -0.0542
11 O -3.5298 -1.1219 -0.4634
12 O -2.5088 -1.2686 2.8722
13 H 3.2645 1.1196 -0.1439
14 H 2.3918 1.0384 -2.5534
15 H 1.7640 0.5757 1.8328
16 H 0.2113 0.4038 -2.7100
17 H 0.2289 -0.4645 2.7661
18 H -1.7813 -0.3349 -1.9708

Cartesian forces (eV/Å) of the 2 atoms listed first:
-1.823 -0.479 0.054
1.960 0.953 -0.734

Calculated values
Energy   -568.3110 Ha
Orbital gap (alpha / beta)   8.5 / 8.5 eV
HOMO energy (alpha / beta)   -8.34 / -8.34 eV
Structure (SMILES)   O=C=Cc1ccccc1NN=O
Relative energy (zero: lowest compared OMol25 entry of this formula, charge and spin)   107.53 kcal per mole

Here are the Mulliken charges for atoms 1 to 8, given in e: -0.629, -0.570, -0.836, -0.499, -0.956, 1.328, 0.539, 0.692